# 1
Density functional theory data (ωB97M-V/def2-TZVPD) for an isolated ion of composition C4H3N2O and charge +1.

Properties
Relative energy (zero: lowest compared OMol25 entry of this formula, charge and spin), kJ/mol: 126.5
E_HOMO, eV: -15.55
SMILES: C1=N[C@]23O[C@H]2C3=[NH+]1
LUMO, eV: -6.53
Orbital gap, Ha: 0.3313

Geometry as ORCA input:
```
! RIJCOSX wB97M-V def2-TZVPD def2/J DEFGRID3
* xyz 1 1
C -0.708 0.353 0.320
H 1.248 -0.836 -2.084
N 1.513 0.149 -0.268
C 0.803 -0.366 -1.310
H -1.600 -0.058 2.339
C 0.678 0.699 0.542
O 0.348 1.029 1.898
H -1.005 -0.796 -1.990
C -0.805 0.407 1.686
N -0.472 -0.581 -1.133
*
```

natural (NBO) atomic charge list, values in e, 5 entries: C -0.014; H 0.234; N -0.423; C 0.380; H 0.291

# 2
Density functional theory data (ωB97M-V/def2-TZVPD) for C22H30N2P2Pt as an isolated structure.

Properties
Relative energy (zero: lowest compared OMol25 entry of this formula, charge and spin), kJ/mol: 0.0
E_HOMO (spin up / spin down), eV: -11.74 / -15.18
<S²>: 6.05
LUMO (spin up / spin down), eV: -5.51 / -9.89
Orbital gap (spin up / spin down), Ha: 0.2288 / 0.1941

Geometry as ORCA input:
```
! RIJCOSX wB97M-V def2-TZVPD def2/J DEFGRID3
* xyz 2 5
H -5.929 -0.602 1.237
H 4.673 0.488 3.449
C -2.567 1.481 1.168
C -1.151 -0.540 -2.891
H 0.797 0.623 3.974
P 0.196 1.076 1.645
C 1.561 2.335 1.479
C -3.547 -2.089 -3.104
C -4.677 0.840 2.243
H 0.811 -2.835 -2.411
N -1.990 0.495 -0.918
C -2.546 -2.195 -4.049
C 0.131 0.210 -2.676
C -4.111 -0.177 0.104
H -4.456 -2.695 -3.177
H -0.077 1.208 -2.258
C -2.196 -0.385 -1.910
C 3.526 -0.442 1.937
H -1.238 3.069 1.788
H 3.117 0.375 -2.748
H -1.022 2.499 0.090
H 3.625 -0.073 -1.082
H -0.965 0.521 3.720
C -5.001 -0.020 1.213
H 1.342 3.259 2.042
H 2.631 1.390 -1.344
C -2.884 0.593 0.078
C -3.459 1.583 2.223
H -2.660 -2.884 -4.892
Pt 0.632 -1.102 0.812
H 5.040 -1.243 3.151
C -1.346 -1.431 -3.934
H 2.008 -1.941 -3.430
H 0.698 0.307 -3.618
C -0.063 1.109 3.483
H 0.984 -2.632 0.315
C 2.809 0.358 -1.688
H -0.178 2.137 3.871
C -4.349 -1.050 -0.973
H -5.355 0.954 3.095
H -0.559 -1.563 -4.685
H -5.273 -1.639 -1.003
C 4.804 -0.276 2.654
H 2.505 1.901 1.851
H 6.891 0.173 2.386
H 2.503 -2.703 -1.866
C -3.398 -1.191 -2.000
H -3.226 2.247 3.064
H 1.693 2.586 0.413
H -0.826 -1.330 0.320
C 5.974 0.102 1.758
C 1.693 -2.176 -2.397
H 6.139 -0.680 0.988
N 2.449 -0.644 1.544
H 5.799 1.083 1.272
P 1.266 -0.653 -1.439
C -1.247 2.188 1.123
*
```

Mulliken atomic charge list, values in e, 5 entries: H 0.487; H 0.279; C 0.227; C 0.200; H 0.373

# 3
Density functional theory data (ωB97M-V/def2-TZVPD) for C6H9CeNO7 as an isolated structure.

Properties
E_HOMO (spin up / spin down), eV: -12.85 / -14.21
<S²>: 0.75
LUMO (spin up / spin down), eV: -4.01 / -4.02
Orbital gap (spin up / spin down), Ha: 0.3251 / 0.3748

Geometry as ORCA input:
```
! RIJCOSX wB97M-V def2-TZVPD def2/J DEFGRID3
* xyz 1 2
O -1.503 0.283 -0.814
O 0.453 -1.850 -0.757
C 0.911 0.202 3.162
H -0.632 -0.471 2.061
Ce 1.312 0.234 -0.002
C -1.780 -1.016 -1.396
H -1.886 2.145 -1.431
O 2.285 -1.542 2.118
O 0.392 2.291 -0.241
C -1.204 1.365 -1.756
C 2.124 -0.326 2.395
O -0.028 -1.907 -2.866
N -0.125 0.395 2.099
O 1.212 1.387 -2.104
H 1.137 1.171 3.642
H 0.564 -0.612 3.818
C 0.244 1.832 -1.431
C -0.405 -1.669 -1.627
H -0.753 1.210 2.233
O 2.675 0.606 1.509
H -2.340 -0.982 -2.298
H -2.330 -1.653 -0.661
H -1.230 0.993 -2.816
H 0.906 -2.086 -2.836
*
```

Mulliken atomic charge list, values in e, 5 entries: O -0.464; O -0.582; C -0.459; H 0.277; Ce 1.149

# 4
Density functional theory data (ωB97M-V/def2-TZVPD) for C24H35N5O4Sr as an isolated structure.

Properties
Relative energy (zero: lowest compared OMol25 entry of this formula, charge and spin), kJ/mol: 152.5
E_HOMO, eV: -8.17
LUMO, eV: -1.24
Orbital gap, Ha: 0.2545

Geometry as ORCA input:
```
! RIJCOSX wB97M-V def2-TZVPD def2/J DEFGRID3
* xyz 0 1
H 3.408 0.323 -0.213
H -4.462 2.153 3.064
H 5.227 -2.710 0.915
H 2.463 1.011 -3.657
H -1.275 -4.008 2.504
Sr -1.171 -0.651 -0.329
C -3.205 0.799 1.950
O -3.042 -1.882 -0.336
C -2.552 1.847 3.995
C -3.506 1.656 3.005
C -1.118 0.382 2.765
H -3.762 3.177 -2.253
H 1.064 -2.592 -0.109
C 4.008 -1.390 2.076
H -0.354 2.187 -3.295
H -3.697 -4.473 -0.189
C 4.015 1.020 -0.792
H -0.746 3.610 -2.319
C -1.168 2.777 -2.878
C 2.163 2.679 -1.360
O 0.681 -0.535 -1.804
H 5.029 0.978 -0.385
H 4.630 -0.364 -2.295
N -2.041 0.203 1.822
O -1.088 -2.846 -0.602
C 1.671 -1.307 1.478
H -3.139 1.089 -3.662
H 2.620 -0.703 -3.284
C 1.903 -2.255 0.476
H -2.851 3.495 -0.764
C 4.050 0.559 -2.247
H -1.768 3.173 -3.695
H -3.981 -3.125 1.853
H -1.745 0.115 -3.152
H 4.839 -1.040 2.671
H 2.382 2.906 -2.411
O -1.287 1.410 -0.889
C -2.819 -4.149 0.367
C 4.230 -2.326 1.074
H -3.929 0.581 1.176
N 1.286 1.543 -1.251
C 3.482 2.443 -0.613
C -2.027 1.885 -1.954
H -2.747 2.495 4.838
C 3.176 -2.755 0.280
H 0.266 1.658 -0.977
C 1.477 0.400 -1.900
H -2.039 -4.905 0.302
H -3.231 0.102 -2.191
C -1.343 1.185 3.891
H 2.558 -0.141 3.045
H -0.567 1.273 4.634
C -3.217 2.718 -1.430
C 2.660 0.296 -2.853
N -2.034 -3.334 2.520
H -3.888 2.070 -0.869
H -3.569 -4.811 2.278
H -2.267 -3.144 3.488
C -2.579 0.724 -2.802
N 0.111 -0.229 2.675
C -2.279 -2.860 -0.250
H 4.575 1.306 -2.846
H 3.339 2.616 0.455
C 2.742 -0.883 2.284
C -3.189 -3.878 1.820
H 4.219 3.162 -0.973
N 0.409 -0.773 1.578
H 3.348 -3.472 -0.509
H 1.647 3.542 -0.938
*
```

Mulliken atomic charge list, values in e, 5 entries: H -0.469; H 0.451; H 0.413; H 0.313; H 0.160

What are the maximum force values for these records? In order: 4.213 4.185 3.774 2.730 eV/Å.
What are the energy values for these records? In order: -9210.727 -48088.039 -35114.731 -41934.887 eV.